(1)
C19H37BBr12N2OS2 | ωB97M-V/def2-TZVPD

The geometry in XYZ format:
```
74
Properties=species:S:1:pos:R:3:forces:R:3
C -1.610 -2.831 -2.695 0.6 0.6 0.2
C -1.211 -1.348 -2.548 0.1 -0.7 -0.3
S 0.606 -1.311 -2.379 0.1 0.0 -0.2
C 1.088 0.195 -3.304 -0.5 0.4 0.3
B 0.902 1.384 -2.295 0.2 0.0 -0.3
C 0.001 2.645 -2.592 0.2 -0.4 0.3
C -1.313 2.484 -1.776 0.5 0.0 -0.1
S -2.816 2.804 -2.741 0.1 -0.1 -0.4
C -3.598 1.251 -2.655 0.4 1.1 -1.0
N -3.725 0.486 -1.662 -0.3 -1.0 1.4
N -4.398 -0.647 -2.128 0.3 -0.5 1.6
C -4.612 -0.455 -3.351 -0.1 0.3 -0.8
O -4.142 0.738 -3.782 -0.1 0.0 -0.8
H -0.883 -3.395 -2.115 -0.5 -0.2 0.0
H -1.481 -3.147 -3.726 -0.2 -0.1 -0.1
H -2.619 -2.983 -2.324 -0.1 -0.2 -0.1
H -1.513 -0.820 -3.452 0.1 0.4 0.1
H -1.685 -0.916 -1.678 0.0 0.2 0.1
H 0.452 0.271 -4.186 0.1 0.0 -0.1
H 2.118 0.088 -3.643 0.1 -0.2 0.1
H 1.461 1.294 -1.243 0.0 0.1 0.0
H -0.162 2.761 -3.662 -0.2 0.1 0.0
H 0.534 3.510 -2.201 0.0 0.3 -0.2
H -1.310 3.186 -0.952 -0.1 0.1 0.2
H -1.360 1.490 -1.338 -0.5 -0.1 0.0
H -5.094 -1.140 -4.015 -0.1 0.1 -0.4
Br 3.903 -3.953 -0.259 0.0 0.0 0.0
C 2.413 -3.522 0.917 0.2 0.0 0.0
C 1.457 -4.677 1.038 -0.3 0.1 0.0
Br 0.343 -4.852 -0.546 0.2 -0.2 0.2
H 1.944 -2.627 0.517 0.0 0.0 0.0
H 2.863 -3.299 1.882 0.0 -0.1 0.0
H 0.763 -4.516 1.860 0.0 0.0 0.0
H 1.958 -5.628 1.176 0.0 0.0 0.0
Br 0.371 4.285 1.469 0.2 -0.1 -0.1
C 1.268 6.012 1.443 -0.4 -0.1 -0.1
C 0.352 7.096 0.941 0.1 0.1 -0.1
Br 0.132 7.032 -0.992 -0.1 -0.1 0.0
H 2.165 5.896 0.845 0.0 0.1 0.0
H 1.545 6.204 2.472 -0.1 0.1 0.0
H 0.777 8.077 1.146 0.0 0.0 0.0
H -0.644 7.033 1.371 0.0 -0.1 0.0
Br -4.703 2.740 0.200 0.0 0.2 0.4
C -5.195 4.508 0.851 -0.1 -0.2 -0.2
C -4.023 5.445 0.987 0.0 0.1 0.2
Br -2.967 5.053 2.578 -0.2 0.0 -0.1
H -5.710 4.359 1.796 0.0 0.1 0.0
H -5.899 4.889 0.114 0.0 0.1 0.0
H -4.378 6.463 1.130 0.0 0.0 0.0
H -3.345 5.414 0.139 0.0 -0.1 0.0
Br 2.560 -6.999 3.853 0.0 0.0 -0.1
C 3.709 -7.691 2.440 -0.2 -0.1 0.1
C 5.127 -7.859 2.915 0.2 0.1 -0.1
Br 6.051 -6.151 3.027 0.0 0.0 0.1
H 3.628 -7.006 1.601 0.1 0.0 0.0
H 3.280 -8.652 2.166 0.0 0.0 0.0
H 5.698 -8.449 2.201 -0.1 0.0 0.0
H 5.190 -8.317 3.896 -0.1 0.0 0.0
Br -1.178 -7.985 1.725 0.1 0.1 0.0
C -2.644 -7.917 0.451 0.0 0.0 0.2
C -2.610 -9.085 -0.499 0.0 0.1 -0.3
Br -1.234 -8.865 -1.856 0.0 0.0 0.1
H -2.575 -6.959 -0.055 0.0 0.0 -0.1
H -3.550 -7.943 1.054 0.0 0.0 0.0
H -3.547 -9.156 -1.048 0.0 0.0 0.0
H -2.412 -10.027 0.002 0.0 0.0 0.0
Br 4.068 6.086 3.331 0.3 0.0 0.1
C 4.959 7.816 3.292 -0.1 -0.1 0.2
C 4.040 8.898 2.792 0.1 0.1 -0.2
Br 3.805 8.806 0.861 -0.1 0.0 0.0
H 5.846 7.697 2.679 0.0 0.1 0.0
H 5.253 8.013 4.321 0.0 0.0 0.0
H 4.466 9.880 2.985 0.0 0.0 0.0
H 3.049 8.842 3.231 0.0 0.0 0.0
```
Forces are in eV/Å.

Calculated values
frontier orbital gap	8.4876	eV
HOMO	-0.2992	hartree
strongest force on any atom	0.034	hartree/bohr

Charges obtained by Löwdin population analysis, quoted in units of e: -0.184, -0.529, 0.862, -0.440, -0.241, -0.204, -0.458, 0.958, -0.759, 0.010, 0.080, -0.197, 0.040, -0.081, 0.074, 0.064, 0.072, 0.046, 0.062, 0.066, 0.076, 0.087, 0.083, 0.032, 0.067, 0.134, 0.598, -0.675, -0.692, 0.692, 0.041, 0.060, 0.061, 0.000, 0.616, -0.751, -0.699, 0.598, 0.026, -0.019, 0.027, 0.027, 0.687, -0.685, -0.673, 0.593, 0.046, 0.057, 0.057, 0.048, 0.613, -0.684, -0.695, 0.603, 0.029, 0.063, 0.059, 0.049, 0.593, -0.696, -0.700, 0.598, 0.042, 0.057, 0.056, 0.048, 0.692, -0.675, -0.679, 0.650, 0.052, 0.059, 0.058, 0.051



(2)
C4H12O2SSi | ωB97M-V/def2-TZVPD

The geometry in XYZ format:
```
20
Properties=species:S:1:pos:R:3:forces:R:3
C 1.108 0.496 1.867 0.1 0.5 -1.8
C 1.533 -2.253 0.301 0.0 2.1 1.5
C 1.295 0.364 -1.441 -2.9 0.4 1.2
C -2.505 1.432 -0.889 -2.0 -0.1 -0.9
O -3.365 -0.001 1.168 -0.7 0.1 1.7
O -0.988 -0.367 0.056 0.1 -0.6 0.2
Si 0.904 -0.456 0.231 -3.0 0.2 -0.6
S -2.763 -0.231 -0.103 4.4 1.1 -1.4
H 0.162 1.033 1.962 0.1 0.0 0.1
H 1.185 -0.217 2.660 0.3 -0.2 0.7
H 1.929 1.241 1.809 -0.3 -0.6 0.3
H 1.215 -2.855 -0.476 -1.3 -1.3 -1.4
H 2.591 -2.320 0.212 1.3 0.5 0.0
H 1.343 -2.642 1.290 -0.5 -0.5 0.2
H 0.452 1.148 -1.574 1.5 -1.2 0.0
H 2.231 0.782 -1.596 1.8 1.0 0.0
H 1.194 -0.415 -2.175 -0.4 -0.4 -0.5
H -2.022 1.156 -1.828 0.3 0.4 0.1
H -3.502 1.903 -1.165 0.8 -0.9 0.4
H -1.999 2.200 -0.309 0.4 -0.6 0.3
```
Forces are in eV/Å.

Calculated values
frontier orbital gap	9.7813	eV
HOMO	-0.3343	hartree
strongest force on any atom	0.093	hartree/bohr
energy above the lowest of the compared OMol25 structures with the same formula, charge and spin	0.319	eV

Charges obtained by Löwdin population analysis, quoted in units of e: -0.161, -0.159, -0.163, -0.259, -0.479, -0.606, 0.610, 0.884, 0.024, 0.014, 0.039, 0.001, 0.019, 0.028, 0.055, -0.010, 0.020, 0.028, 0.064, 0.052



(3)
C22H24N2P2Pd | ωB97M-V/def2-TZVPD

The geometry in XYZ format:
```
51
Properties=species:S:1:pos:R:3:forces:R:3
Pd 0.233 -0.704 -0.829 -1.0 0.6 -1.3
C -0.639 -3.851 2.437 0.0 -0.1 0.1
C -0.527 -3.297 1.154 0.1 0.0 0.0
N 0.466 -2.523 0.782 0.1 -0.2 0.2
C 1.441 -2.263 1.674 -0.1 -0.2 0.3
C 1.442 -2.795 2.978 -0.2 0.0 -0.3
C 0.350 -3.602 3.351 0.1 0.0 -0.1
C 2.513 -2.490 3.871 0.3 0.1 0.1
C 3.535 -1.694 3.484 -0.1 -0.2 0.3
C 3.572 -1.136 2.170 -0.1 0.1 -0.3
C 4.608 -0.287 1.736 -0.1 -0.1 0.0
C 4.574 0.208 0.460 0.1 0.0 0.0
C 3.510 -0.154 -0.378 0.0 -0.1 0.0
N 2.518 -0.926 0.003 0.2 -0.1 0.2
C 2.534 -1.412 1.259 0.3 0.1 0.1
H -1.494 -4.462 2.692 0.0 0.0 0.0
H -1.278 -3.503 0.398 0.0 0.1 0.0
H 0.313 -4.018 4.351 0.0 0.0 0.0
H 2.482 -2.903 4.873 0.0 0.0 0.0
H 4.341 -1.455 4.167 0.0 0.0 0.0
H 5.416 -0.044 2.415 0.0 0.0 0.0
H 5.351 0.867 0.095 0.0 0.0 0.0
H 3.472 0.195 -1.404 -0.1 0.0 0.0
C 0.188 2.003 -3.801 0.1 -0.1 0.1
P 0.337 1.381 -2.064 0.0 -0.4 0.5
C 1.560 2.585 -1.385 -0.2 0.0 -0.1
C -1.251 2.100 -1.433 0.0 0.1 0.0
C -1.427 3.484 -1.397 -0.1 0.1 0.0
C -2.610 4.058 -0.964 0.0 0.0 0.0
C -3.657 3.243 -0.566 0.0 0.0 0.0
C -3.502 1.868 -0.610 0.0 0.1 0.0
C -2.311 1.274 -1.031 -0.1 0.0 0.0
P -2.172 -0.572 -1.112 0.6 0.0 0.3
C -3.457 -0.835 -2.418 0.1 -0.1 0.1
C -3.123 -1.062 0.391 -0.1 0.1 -0.2
H -0.057 3.067 -3.836 0.0 0.0 0.0
H -0.598 1.443 -4.308 0.0 0.0 0.0
H 1.125 1.825 -4.330 0.0 0.0 0.0
H 1.319 3.634 -1.564 0.1 0.0 0.0
H 2.530 2.374 -1.836 0.0 0.0 0.0
H 1.629 2.403 -0.313 0.0 0.0 0.0
H -0.627 4.142 -1.713 0.0 0.0 0.0
H -2.715 5.136 -0.942 0.0 0.0 0.0
H -4.591 3.675 -0.231 0.0 0.0 0.0
H -4.339 1.251 -0.305 0.0 0.0 0.0
H -4.383 -0.302 -2.195 0.0 0.0 0.0
H -3.661 -1.902 -2.515 0.0 0.0 0.0
H -3.066 -0.479 -3.372 0.0 0.0 0.0
H -4.100 -0.586 0.491 0.0 0.0 0.0
H -2.506 -0.818 1.256 0.0 0.0 0.0
H -3.269 -2.142 0.364 0.0 0.0 0.0
```
Forces are in eV/Å.

Calculated values
frontier orbital gap	5.0664	eV
HOMO	-0.1817	hartree
strongest force on any atom	0.034	hartree/bohr
energy above the lowest of the compared OMol25 structures with the same formula, charge and spin	0.910	eV

Charges obtained by Löwdin population analysis, quoted in units of e: 0.060, -0.047, -0.145, 0.063, -0.153, -0.150, -0.015, -0.028, -0.028, -0.150, -0.015, -0.047, -0.145, 0.063, -0.153, 0.105, 0.096, 0.116, 0.114, 0.114, 0.116, 0.105, 0.096, -0.279, 0.808, -0.298, -0.379, -0.109, -0.087, -0.087, -0.109, -0.379, 0.808, -0.279, -0.298, 0.033, 0.031, 0.031, 0.021, 0.023, 0.035, 0.085, 0.101, 0.101, 0.085, 0.033, 0.031, 0.031, 0.021, 0.035, 0.023



Across the entries above, DFT total energy takes the values -32640.258403 -997.746947 -1772.850143 Ha, respectively.